1.
DFT (the ωB97M-V functional and the def2-TZVPD basis) results for 2 unconnected molecules or ions with the total composition C3H11NOS2.

XYZ file:
```
18
Properties=species:S:1:pos:R:3:mulliken_charge:R:1
H 2.687 1.896 1.776 0.341
H 2.036 -0.319 -0.410 0.392
H -1.351 0.056 -2.282 0.146
H 1.135 -2.349 0.306 0.379
H 0.385 -1.656 1.783 0.365
N 0.984 1.012 0.839 -0.078
S -0.202 -0.571 -1.991 -0.233
H 2.417 -0.421 1.305 0.399
H 1.380 1.383 2.880 0.301
H -2.665 2.670 -0.086 0.298
S -0.928 -1.327 -0.170 -0.073
C 1.612 -0.273 0.590 -0.842
O -2.335 1.855 0.311 -0.590
C 1.594 1.802 1.893 -1.035
H 0.952 1.574 -0.003 0.267
H -1.615 1.568 -0.263 0.268
C 0.661 -1.466 0.741 -0.635
H 1.171 2.804 1.856 0.329
```

Total charge: 0
Highest occupied orbital energy (eV): -8.24
LUMO energy (eV): 0.39



2.
DFT (the ωB97M-V functional and the def2-TZVPD basis) results for a molecular structure, C3H2LiNaO2.

XYZ file:
```
9
Properties=species:S:1:pos:R:3:mulliken_charge:R:1
Li -1.755 -0.270 -1.325 0.723
Na 0.608 3.391 0.590 0.730
H 1.675 -1.559 -0.045 0.182
O -0.737 1.378 1.437 -0.641
C 0.361 0.247 -0.257 0.013
C -0.871 0.701 0.354 -0.479
O 0.103 -0.834 -1.289 -0.568
C 0.640 -1.199 -0.023 -0.152
H -0.024 -1.855 0.557 0.193
```

Total charge: 0
Highest occupied orbital energy (eV): -5.43
LUMO energy (eV): -0.89



3.
DFT (the ωB97M-V functional and the def2-TZVPD basis) results for 6 unconnected molecules or ions with the total composition C41H44ClN8O12S.

XYZ file:
```
107
Properties=species:S:1:pos:R:3:mulliken_charge:R:1
C -7.275 -8.557 0.819 -0.452
C -13.368 1.188 2.607 -0.414
H 10.484 -3.638 1.869 0.396
H -5.013 -0.726 -0.950 0.395
C 10.617 4.793 -0.815 -0.125
H 6.695 1.555 -3.555 0.438
H 5.769 0.709 -2.494 0.438
C 12.337 -0.812 0.069 -0.027
C 3.922 4.015 -0.895 -1.184
C -8.280 -7.650 1.114 -0.288
H 9.286 -2.217 0.235 0.382
C 10.334 -2.044 0.440 -0.290
H -0.621 4.813 -0.560 0.410
C -13.985 2.449 0.655 -0.423
C 7.520 1.427 -1.690 -0.680
C 7.138 0.668 -0.431 0.694
H -10.254 -1.993 -0.941 0.496
O 8.842 3.851 -2.659 -0.665
H 11.382 5.266 1.124 0.401
H -8.699 -7.011 0.351 0.480
H -6.835 -9.918 3.892 0.372
C -9.571 -2.270 -0.152 -0.628
C -6.755 -9.370 1.818 -0.443
H 0.212 1.878 -0.580 0.326
O -13.224 -2.254 1.787 -0.648
H -11.093 -2.569 1.321 0.675
H 1.622 5.220 -1.228 0.506
H 4.183 4.793 -0.176 0.409
H 10.495 -0.390 -0.925 0.480
C -8.742 -7.578 2.415 0.108
C -2.508 1.114 -1.370 0.564
H 7.974 2.394 -1.503 0.059
C 0.091 4.033 -0.288 -1.068
O -6.512 -2.014 -1.928 -0.665
H -7.074 -3.267 2.625 0.427
C -7.296 -2.671 0.584 -0.382
C -13.812 0.056 0.510 -0.294
S -1.728 2.616 -1.778 -0.206
C -13.461 0.037 1.847 0.176
H -1.087 2.365 0.501 0.510
C -7.239 -9.282 3.116 -0.401
H 3.815 4.529 -1.855 0.542
O -12.874 -1.258 3.660 -0.619
C 12.356 -2.624 1.610 -0.399
Cl 7.723 1.370 1.037 -0.116
C 10.880 4.841 -2.173 0.306
H 2.543 2.369 -0.863 0.384
N 13.025 0.302 -0.608 1.045
C 5.074 2.983 -0.958 -0.283
C 2.566 3.405 -0.506 -0.409
C 5.530 2.803 -2.394 -0.986
C -9.134 -2.941 2.112 -0.771
O 10.137 4.340 -4.292 -0.582
O 6.521 -0.344 -0.476 -0.464
H 14.079 -1.412 1.158 0.458
H 13.486 6.224 0.255 0.407
H -13.880 -0.865 -0.050 0.469
C -10.033 -2.589 1.114 -0.240
H -5.970 -10.077 1.583 0.379
O 12.362 0.999 -1.356 -0.625
N -13.168 -1.258 2.484 1.100
N 9.888 4.314 -3.113 0.988
H 2.476 3.361 0.582 0.347
N -1.914 0.039 -0.970 -0.270
O -10.168 -6.531 3.892 -0.620
H -6.240 -2.710 0.361 0.562
C -0.540 2.644 -0.397 -0.622
H -6.899 -8.629 -0.192 0.374
H -14.353 1.316 -1.131 0.378
H 4.714 2.033 -0.553 0.486
C -8.209 -2.314 -0.392 0.067
H -9.501 -3.192 3.098 0.522
H 13.914 6.284 -2.177 0.395
C -13.633 2.403 1.998 -0.423
N -7.716 -1.965 -1.733 1.035
C 11.008 -2.844 1.355 -0.526
C 1.376 4.161 -1.113 -0.816
N -2.927 -0.885 -0.718 -0.462
H 5.901 3.334 -0.339 0.250
H -8.632 -8.294 4.428 0.453
C 12.749 5.832 -0.432 -0.480
H 12.227 5.386 -3.750 0.474
H 6.138 3.637 -2.746 0.305
C -7.771 -2.985 1.847 -0.519
N 6.345 1.552 -2.595 0.048
H -13.096 1.132 3.650 0.454
C -8.242 -8.378 3.425 -0.437
O -10.240 -5.932 1.827 -0.574
C 12.052 5.369 -2.685 -0.537
C -4.029 -0.287 -1.018 0.123
N -9.804 -6.607 2.737 1.058
H 4.665 2.717 -3.055 0.457
C 11.001 -1.022 -0.211 -0.210
O 14.200 0.466 -0.374 -0.588
C 12.991 5.868 -1.799 -0.464
C 11.566 5.294 0.059 -0.614
H 0.341 4.196 0.765 0.372
H 8.267 0.807 -2.192 0.545
H -13.566 3.316 2.574 0.372
C -14.076 1.279 -0.086 -0.495
C 13.033 -1.599 0.966 -0.480
H -14.189 3.402 0.184 0.380
H 9.693 4.374 -0.447 0.424
O -3.849 0.984 -1.421 -0.270
H 1.187 3.765 -2.117 0.300
H 12.882 -3.247 2.319 0.386
O -8.527 -1.647 -2.574 -0.606
```

Total charge: +1
Highest occupied orbital energy (eV): -10.55
LUMO energy (eV): -3.24